{
  "formula": "C7H21GaNO3",
  "method": "ωB97M-V/def2-TZVPD",
  "elements": ["C", "C", "N", "C", "Ga", "O", "H", "H", "H", "H", "H", "H", "H", "H", "H", "C", "C", "O", "H", "H", "H", "H", "H", "H", "C", "C", "O", "H", "H", "H", "H", "H", "H"],
  "coordinates": [[1.058125, -0.044656, -2.730075], [1.172007, 1.507976, -2.897269], [2.177781, 2.183297, -2.456306], [0.024601, 2.225787, -3.658518], [-1.839765, 1.918344, -2.751946], [-1.860348, 0.412486, -1.605674], [0.794836, -0.252379, -1.670556], [0.180433, -0.355740, -3.344679], [1.999101, -0.527759, -3.064975], [2.064905, 3.168618, -2.698367], [0.159089, 3.340208, -3.654620], [0.035538, 1.863632, -4.720634], [-2.234865, 3.224412, -1.904165], [-2.879056, 1.624319, -3.950112], [-1.344730, 0.566962, -0.811747], [-2.160815, -2.526466, 0.345149], [-0.840606, -3.076209, 0.851118], [0.148445, -2.054579, 0.877791], [-2.043018, -2.107635, -0.656313], [-2.924480, -3.308595, 0.314127], [-2.513923, -1.716957, 0.988817], [-0.478834, -3.869867, 0.195188], [-0.952176, -3.487769, 1.861921], [-0.167579, -1.357086, 1.463046], [1.833103, 0.582898, 4.698734], [1.416098, -0.148042, 3.436572], [0.006414, -0.047464, 3.241688], [1.316371, 0.170312, 5.567862], [2.910338, 0.503471, 4.858702], [1.565225, 1.641268, 4.639123], [1.665361, -1.206721, 3.507522], [1.924274, 0.267353, 2.561177], [-0.211848, 0.886580, 3.167418]],
  "atomic_forces_ev_per_a": [[-0.42, 1.40, -0.32], [-0.51, 1.25, -1.01], [-0.14, -1.10, 0.35], [0.61, -0.74, 0.38], [-0.06, -0.03, -0.45], [0.00, 0.01, -0.13], [0.40, -0.12, -0.71], [0.80, -0.04, 0.49], [-0.57, 0.20, 0.41], [-0.13, -0.20, -0.01], [0.22, -0.92, -0.04], [-0.26, 0.18, 0.84], [0.09, 0.09, 0.11], [-0.06, -0.08, 0.10], [0.02, 0.05, 0.04], [-0.04, -0.10, -0.17], [-0.16, 0.45, 0.15], [0.25, -0.26, -0.08], [0.00, 0.04, 0.06], [-0.02, 0.03, 0.04], [-0.02, -0.06, 0.02], [0.12, 0.08, 0.02], [-0.06, -0.17, -0.03], [-0.02, 0.11, 0.10], [-0.01, -0.02, 0.10], [0.02, 0.37, 0.04], [-0.07, -0.32, -0.03], [0.05, -0.06, -0.04], [-0.02, 0.05, 0.00], [0.11, 0.00, -0.05], [-0.17, 0.01, -0.10], [0.13, -0.11, 0.04], [-0.05, 0.00, -0.09]],
  "mulliken_charge": [-0.6436, 0.6479, -0.8743, -0.8792, 0.2533, -0.5645, -0.0045, 0.2006, 0.3769, 0.2677, 0.3004, 0.2707, -0.2797, -0.2649, 0.2026, -0.9766, -0.1615, -0.4431, 0.1965, 0.3674, 0.2826, 0.2927, 0.2428, 0.1966, -1.1259, -0.1695, -0.5464, 0.2831, 0.3443, 0.3261, 0.2962, 0.2996, 0.2857],
  "homo_energy_ha": -0.1612,
  "orbital_gap_ev": 7.1673,
  "max_force_ev_per_a": 1.68,
  "total_charge": -1,
  "de_lowest_kcal_mol": 0.0
}